C5H7NO as an isolated structure. Source: OMol25; level of theory: the ωB97M-V functional and the def2-TZVPD basis.

XYZ file:
```
14
Properties=species:S:1:pos:R:3:lowdin_charge:R:1
C 2.29 0.03 0.85 -0.118
N 1.16 0.82 0.42 0.064
C 0.21 0.35 -0.24 -0.415
O 0.05 -0.78 -1.08 0.012
C -1.34 -0.47 -1.20 -0.221
C -1.84 -0.31 0.20 -0.047
C -1.18 0.86 -0.46 -0.105
H 3.02 -0.11 0.05 0.079
H 2.77 0.55 1.68 0.069
H 1.96 -0.96 1.20 0.081
H -1.89 -0.90 -2.04 0.150
H -0.84 -0.68 0.83 0.181
H -2.94 -0.31 0.37 0.128
H -1.45 1.91 -0.58 0.141
```

The value obtained for the energy above the lowest of the compared OMol25 structures with the same formula, charge and spin is 4.098 eV. The total charge is 0. The lowest unoccupied orbital energy is 1.1 eV. As for the maximum force: 4.2 eV/Å.